(1)
ORCA calculation (the ωB97M-V functional and the def2-TZVPD basis) on a molecular structure, C42H53BrCl3N2O2P3SV at a distorted geometry.

The geometry in XYZ format:
```
108
C42H53BrCl3N2O2P3SV (the ωB97M-V functional and the def2-TZVPD basis)
V -0.6067 -0.7865 -0.7266
C -1.5982 2.3335 -3.6210
C -2.5093 2.5062 -2.4124
P -1.9507 1.8640 -0.7561
C -0.4543 2.8803 -0.5004
C -0.3562 4.2123 -0.9089
C 0.8337 4.9072 -0.7672
C 1.9473 4.2805 -0.2211
C 1.8629 2.9619 0.1938
C 0.6663 2.2710 0.0592
C -3.2911 2.6120 0.2173
C -3.1103 3.6806 1.0868
C -4.1888 4.1823 1.8021
C -5.4491 3.6220 1.6597
C -5.6366 2.5521 0.7961
C -4.5611 2.0480 0.0822
C -1.6759 0.9500 -4.2460
P -0.7350 -0.3552 -3.3521
C 0.9184 -0.1281 -4.0478
C 1.3184 -0.5045 -5.3240
C 2.5960 -0.2008 -5.7714
C 3.4766 0.4993 -4.9596
C 3.0749 0.9025 -3.6941
C 1.8055 0.5841 -3.2402
C -1.5227 -1.8735 -3.9431
C -0.9008 -2.9410 -4.5725
C -1.6271 -4.0806 -4.8912
C -2.9735 -4.1710 -4.5755
C -3.5974 -3.1191 -3.9176
C -2.8748 -1.9815 -3.6022
H -0.5686 2.6163 -3.3809
H -1.9277 3.0497 -4.3780
H -3.4860 2.0553 -2.6165
H -2.7185 3.5656 -2.2596
H -1.2128 4.7198 -1.3334
H 0.8924 5.9409 -1.0847
H 2.8769 4.8245 -0.1096
H 2.7203 2.4667 0.6354
H 0.5917 1.2623 0.4615
H -2.1246 4.0994 1.2306
H -4.0362 5.0109 2.4838
H -6.2847 4.0146 2.2261
H -6.6165 2.1045 0.6839
H -4.7109 1.1939 -0.5725
H -1.3005 0.9624 -5.2711
H -2.7170 0.6270 -4.2997
H 0.6337 -1.0166 -5.9944
H 2.9001 -0.5097 -6.7643
H 4.4727 0.7331 -5.3138
H 3.7515 1.4484 -3.0480
H 1.5150 0.8840 -2.2394
H 0.1678 -2.9284 -4.7572
H -1.1240 -4.9120 -5.3696
H -3.5311 -5.0668 -4.8189
H -4.6414 -3.1865 -3.6373
H -3.3686 -1.1782 -3.0638
Cl -3.6488 -3.4175 2.4341
C -2.2050 -3.2052 1.4507
Cl -2.7311 -2.7659 -0.2151
Cl -1.3022 -4.7223 1.3492
C -1.2341 -2.1066 2.0672
O -1.1931 -2.0760 3.2787
O -0.6240 -1.4417 1.1991
Br 0.8506 -2.6567 -1.5945
C -2.4925 1.7941 5.5772
N -3.1357 1.1127 4.4800
C -4.3504 0.4491 4.5159
C -4.5592 -0.0836 3.2985
N -3.4605 0.2532 2.5324
C -2.5721 0.9856 3.2542
S -1.1212 1.6049 2.7253
H -3.1552 1.7736 6.4385
H -2.2764 2.8251 5.3001
H -1.5524 1.2978 5.8179
H -4.9571 0.4208 5.4051
H -5.3715 -0.6774 2.9181
H -3.2903 0.0056 1.5774
C 3.5275 -0.0546 -0.4623
C 4.1558 -0.5773 0.8321
C 5.5393 -1.1554 0.5416
P 2.8901 -1.6842 1.6861
C 3.5933 -3.4156 1.7007
C 2.3983 -4.3733 1.7927
C 4.6464 -3.8066 2.7318
C 2.9538 -1.0736 3.4476
C 4.3141 -0.8406 4.1011
C 2.1043 0.2023 3.4958
H 4.1448 0.7313 -0.9153
H 2.5304 0.3538 -0.2689
H 3.4059 -0.8603 -1.1899
H 4.3006 0.2739 1.5077
H 5.4769 -2.0171 -0.1277
H 6.0576 -1.4680 1.4481
H 6.1628 -0.4062 0.0433
H 4.0238 -3.5353 0.7015
H 1.9360 -4.3200 2.7834
H 2.7178 -5.4082 1.6356
H 1.6374 -4.1214 1.0536
H 4.2267 -3.7779 3.7412
H 5.5244 -3.1621 2.7180
H 4.9796 -4.8329 2.5504
H 2.4117 -1.8417 4.0117
H 4.9685 -0.2345 3.4679
H 4.8406 -1.7668 4.3273
H 4.1866 -0.2912 5.0390
H 1.1082 0.0432 3.0785
H 2.5875 1.0125 2.9354
H 1.9987 0.5494 4.5274
```

- Orbital gap (alpha / beta): 7.50 / 7.47 eV
- Multiplicity: 4
- Highest occupied orbital energy (alpha / beta): -7.163 / -7.169 eV
- Expectation value of S²: 3.760
- Total energy: -223491.6538 eV

---

(2)
ORCA calculation (the ωB97M-V functional and the def2-TZVPD basis) on a molecular structure, C20H15BF2I2N3ORu.

The geometry in XYZ format:
```
45
C20H15BF2I2N3ORu (the ωB97M-V functional and the def2-TZVPD basis)
Ru -0.4266 0.5049 -0.6167
I 2.2570 1.4586 -5.9790
C 1.3513 1.7683 -4.1262
C 0.0036 1.6295 -3.9950
C -0.5998 1.8304 -2.7242
I -2.6906 1.7428 -2.5741
C 0.1549 2.3228 -1.6437
O -0.3845 2.6316 -0.4984
C 1.5905 2.2380 -1.7835
C 2.2938 2.1444 -0.4607
N 1.7546 0.9277 0.2161
C 1.6809 0.9739 1.6699
C 0.3810 0.4457 2.2436
C 0.2786 0.2497 3.6136
C -0.9445 -0.0678 4.1723
C -2.0513 -0.1557 3.3446
C -1.8714 0.0238 1.9878
N -0.6749 0.2757 1.4352
C 2.1674 2.0089 -2.9932
H -0.6101 1.3607 -4.8431
H 2.0550 3.0046 0.1625
H 3.3762 2.0858 -0.5906
H 2.2857 0.1259 -0.0908
H 1.7510 2.0157 1.9924
H 2.5132 0.4440 2.1432
H 1.1586 0.3657 4.2330
H -1.0367 -0.2234 5.2394
H -3.0367 -0.3741 3.7304
H -2.7014 -0.0304 1.3004
H 3.2435 1.9249 -3.0801
F 2.1716 -1.0535 -1.6736
B 0.8185 -1.1047 -1.8971
F 0.4988 -1.0322 -3.2084
N -3.5664 -3.7262 2.7869
C -2.8546 -3.3353 1.9738
C -1.9356 -2.8293 0.9809
C -2.4091 -2.1645 -0.1129
C -1.5069 -1.6141 -1.0581
C -0.1194 -1.8085 -0.9010
C 0.3375 -2.4846 0.2679
C -0.5389 -2.9975 1.1768
H -3.4778 -2.0658 -0.2595
H -1.8926 -1.2725 -2.0105
H 1.4040 -2.6203 0.4034
H -0.1971 -3.5438 2.0463
```

- Orbital gap (alpha / beta): 7.01 / 7.41 eV
- Multiplicity: 2
- Highest occupied orbital energy (alpha / beta): -7.234 / -7.744 eV
- Expectation value of S²: 0.756
- Total energy: -52398.2980 eV

---

(3)
ORCA calculation (the ωB97M-V functional and the def2-TZVPD basis) on a single C22H27N3O3 molecule.

The geometry in XYZ format:
```
55
C22H27N3O3 (the ωB97M-V functional and the def2-TZVPD basis)
C -2.9387 -3.3211 0.8604
O -1.6936 -3.9231 1.1276
C -0.5861 -3.4143 0.5269
C -0.5880 -2.3964 -0.4196
C 0.6077 -1.9492 -0.9558
C 1.8249 -2.4844 -0.5607
C 3.1324 -1.9395 -1.0611
C 3.8356 -1.0559 -0.0134
N 3.2406 0.2608 0.1019
C 2.0593 0.3847 0.9275
C 1.1947 1.5537 0.4691
C -0.1112 1.5801 1.2592
O -0.4282 0.7180 2.0491
N -0.9001 2.6424 0.9799
C -2.2314 2.7889 1.5167
C -3.2777 2.8858 0.3966
C -3.2295 1.6761 -0.4888
C -2.4498 1.6461 -1.6390
C -2.4265 0.5007 -2.4167
C -3.1931 -0.5810 -2.0119
N -3.9290 -0.5726 -0.9130
C -3.9393 0.5208 -0.1745
C 2.0539 2.8098 0.5967
C 3.2257 2.6836 -0.3702
C 3.8670 1.3053 -0.4803
O 4.8957 1.1717 -1.1205
C 1.8138 -3.5202 0.3700
C 0.6319 -3.9833 0.9040
H -2.9328 -2.2567 1.1114
H -3.6571 -3.8392 1.4934
H -3.2307 -3.4384 -0.1874
H -1.5105 -1.9397 -0.7386
H 0.5867 -1.1542 -1.6891
H 3.8033 -2.7672 -1.2993
H 2.9840 -1.3507 -1.9674
H 3.8103 -1.5429 0.9651
H 4.8734 -0.9015 -0.3182
H 1.4889 -0.5428 0.8733
H 2.3416 0.5373 1.9784
H 0.9268 1.4053 -0.5849
H -0.6076 3.3139 0.2887
H -2.2843 3.6847 2.1458
H -2.4110 1.9077 2.1368
H -3.0872 3.7850 -0.1950
H -4.2639 2.9767 0.8536
H -1.8787 2.5166 -1.9339
H -1.8341 0.4498 -3.3173
H -3.2266 -1.4935 -2.5934
H -4.5564 0.4770 0.7141
H 2.4143 2.8900 1.6241
H 1.4976 3.7224 0.3710
H 4.0219 3.3854 -0.1151
H 2.9013 2.9350 -1.3849
H 2.7486 -3.9644 0.6809
H 0.6216 -4.7829 1.6277
```

- Orbital gap: 8.46 eV
- SMILES string: COc1ccc(CCN2C[C@@H](C(=O)NCCc3cccnc3)CCC2=O)cc1
- Highest occupied orbital energy: -8.088 eV
- Total energy: -33866.1804 eV